Entry 1:
{"formula": "C26H31FIrN3O5PS", "method": "wB97M-V/def2-TZVPD", "species": ["Ir", "C", "C", "N", "C", "C", "C", "O", "O", "C", "O", "C", "C", "C", "F", "C", "C", "C", "N", "C", "C", "N", "C", "C", "H", "H", "H", "H", "H", "H", "H", "H", "H", "H", "H", "H", "H", "H", "H", "H", "H", "H", "O", "C", "O", "C", "C", "C", "C", "C", "C", "S", "H", "H", "H", "H", "C", "P", "C", "C", "H", "H", "H", "H", "H", "H", "H", "H", "H"], "coordinates": [[-1.819, 2.736, -1.563], [-1.860, -2.379, 4.203], [-2.468, -2.898, 2.903], [-2.073, -2.057, 1.781], [-2.874, -1.033, 1.467], [-2.630, -0.118, 0.482], [-3.667, 1.015, 0.361], [-4.572, 0.990, 1.165], [-3.466, 1.859, -0.557], [-1.462, -0.225, -0.336], [-1.138, 0.517, -1.281], [-0.582, -1.332, 0.046], [0.620, -1.504, -0.646], [1.471, -2.530, -0.338], [2.601, -2.634, -1.065], [1.195, -3.453, 0.692], [0.023, -3.240, 1.416], [-0.887, -2.223, 1.097], [2.049, -4.499, 1.035], [1.533, -5.809, 1.369], [2.297, -6.338, 2.598], [3.696, -5.819, 2.560], [4.169, -5.711, 1.157], [3.388, -4.585, 0.466], [-2.148, -3.025, 5.027], [-2.230, -1.378, 4.411], [-0.776, -2.337, 4.139], [-3.557, -2.873, 2.978], [-2.178, -3.931, 2.702], [-3.781, -0.916, 2.044], [0.868, -0.833, -1.454], [-0.172, -3.871, 2.267], [1.660, -6.495, 0.523], [0.468, -5.770, 1.584], [2.318, -7.428, 2.585], [1.827, -6.014, 3.527], [4.312, -6.422, 3.116], [3.727, -4.879, 2.972], [4.009, -6.676, 0.673], [5.238, -5.492, 1.123], [3.384, -4.781, -0.613], [3.891, -3.628, 0.629], [1.720, 1.846, -3.273], [1.057, 2.738, -2.804], [-0.146, 3.071, -2.944], [1.825, 3.710, -1.852], [3.032, 4.205, -2.306], [3.797, 5.028, -1.488], [3.369, 5.309, -0.198], [2.174, 4.803, 0.263], [1.351, 4.030, -0.576], [-0.170, 3.540, 0.126], [3.374, 3.937, -3.293], [4.721, 5.439, -1.862], [3.976, 5.924, 0.448], [1.834, 5.003, 1.268], [-4.484, 5.157, -1.901], [-2.903, 4.663, -2.660], [-3.320, 4.565, -4.434], [-1.893, 6.180, -2.550], [-4.859, 6.052, -2.398], [-4.345, 5.362, -0.842], [-5.212, 4.355, -2.008], [-3.718, 5.528, -4.759], [-4.074, 3.796, -4.593], [-2.434, 4.323, -5.017], [-2.447, 7.005, -2.996], [-0.955, 6.042, -3.085], [-1.677, 6.409, -1.508]], "e_above_lowest_kcal_mol": 72.98, "total_charge": 2, "spin_multiplicity": 2, "e_homo_ev": [-13.2, -13.2]}

=====

Entry 2:
{"formula": "C26H31I2N6O2Ru", "method": "wB97M-V/def2-TZVPD", "species": ["Ru", "I", "C", "C", "C", "I", "C", "O", "C", "C", "N", "C", "C", "C", "C", "C", "C", "N", "C", "H", "H", "H", "H", "H", "H", "H", "H", "H", "H", "H", "C", "C", "N", "H", "H", "H", "N", "C", "C", "C", "N", "C", "C", "H", "H", "H", "H", "H", "H", "O", "C", "C", "C", "C", "C", "C", "N", "H", "H", "H", "H", "H", "H", "H", "H", "H", "H", "H"], "coordinates": [[-0.428, -0.450, -0.753], [-2.890, -6.540, 2.866], [-2.355, -5.077, 1.488], [-1.826, -5.440, 0.257], [-1.444, -4.460, -0.640], [-0.641, -5.031, -2.475], [-1.584, -3.095, -0.347], [-1.143, -2.206, -1.264], [-2.163, -2.745, 0.890], [-2.440, -1.310, 1.292], [-2.318, -0.467, 0.098], [-2.819, 0.914, 0.158], [-2.530, 1.517, -1.194], [-3.221, 2.592, -1.718], [-2.910, 3.031, -2.996], [-1.929, 2.371, -3.724], [-1.272, 1.309, -3.137], [-1.557, 0.901, -1.893], [-2.534, -3.739, 1.789], [-1.706, -6.483, 0.000], [-1.750, -0.938, 2.053], [-3.453, -1.236, 1.699], [-2.839, -0.954, -0.633], [-2.298, 1.451, 0.951], [-3.890, 0.937, 0.370], [-4.005, 3.063, -1.141], [-3.442, 3.868, -3.429], [-1.680, 2.668, -4.732], [-0.503, 0.755, -3.658], [-2.980, -3.456, 2.735], [3.622, -0.447, -3.144], [2.353, -0.409, -2.437], [1.354, -0.382, -1.879], [4.364, -0.953, -2.527], [3.957, 0.568, -3.355], [3.500, -0.989, -4.080], [2.554, -4.445, 3.020], [1.991, -3.528, 2.219], [1.400, -2.357, 2.733], [0.812, -1.466, 1.878], [0.758, -1.632, 0.545], [1.340, -2.742, 0.048], [1.959, -3.685, 0.822], [2.543, -4.343, 4.019], [2.946, -5.291, 2.645], [1.392, -2.162, 3.797], [0.351, -0.567, 2.261], [1.258, -2.889, -1.020], [2.382, -4.562, 0.350], [0.109, 1.126, 0.564], [0.964, 2.057, 0.527], [1.374, 2.728, -0.757], [1.201, 4.273, -0.795], [0.557, 4.884, 0.449], [1.521, 4.950, 1.635], [2.338, 3.670, 1.778], [1.493, 2.477, 1.661], [0.783, 2.264, -1.543], [2.416, 2.456, -0.947], [0.600, 4.516, -1.671], [2.173, 4.741, -0.957], [-0.339, 4.315, 0.720], [0.207, 5.890, 0.217], [0.971, 5.152, 2.555], [2.223, 5.776, 1.499], [2.841, 3.621, 2.741], [3.114, 3.610, 1.014], [1.167, 2.025, 2.504]], "e_above_lowest_kcal_mol": 2.57, "total_charge": 2, "spin_multiplicity": 2, "e_homo_ev": [-12.5, -12.5]}

=====

Entry 3:
{"formula": "C26H31MnN2O6PS2Se2Si", "method": "wB97M-V/def2-TZVPD", "species": ["Mn", "Se", "P", "Se", "C", "C", "C", "C", "C", "C", "C", "C", "C", "C", "C", "C", "H", "H", "H", "H", "H", "H", "H", "H", "H", "H", "O", "S", "O", "O", "C", "C", "C", "C", "C", "C", "S", "O", "O", "O", "H", "H", "H", "H", "C", "Si", "C", "C", "C", "H", "H", "H", "H", "H", "H", "H", "H", "H", "H", "H", "C", "C", "N", "C", "C", "N", "H", "H", "H", "H", "H", "H"], "coordinates": [[1.063, 1.894, 1.145], [0.743, 4.057, 2.066], [-0.412, -0.102, 2.150], [-0.160, -2.243, 1.715], [-2.198, 0.311, 1.919], [-3.206, -0.632, 2.095], [-4.538, -0.278, 1.942], [-4.876, 1.029, 1.607], [-3.875, 1.973, 1.431], [-2.540, 1.620, 1.586], [-0.364, 0.077, 3.995], [-0.375, -1.018, 4.853], [-0.369, -0.835, 6.230], [-0.345, 0.447, 6.763], [-0.321, 1.543, 5.911], [-0.329, 1.364, 4.534], [-2.927, -1.652, 2.338], [-5.313, -1.025, 2.075], [-5.916, 1.305, 1.478], [-4.125, 2.993, 1.165], [-1.764, 2.372, 1.460], [-0.383, -2.014, 4.424], [-0.378, -1.699, 6.887], [-0.334, 0.590, 7.839], [-0.283, 2.550, 6.309], [-0.273, 2.232, 3.878], [2.570, -0.336, -1.691], [2.457, 1.090, -1.904], [3.726, 1.771, -2.098], [1.567, 1.789, -0.977], [1.628, 1.237, -3.500], [2.452, 1.554, -4.575], [1.959, 1.629, -5.866], [0.619, 1.377, -6.109], [-0.216, 1.057, -5.053], [0.273, 0.991, -3.750], [-1.008, 0.693, -2.525], [-2.070, 0.027, -3.238], [-0.390, -0.294, -1.504], [-1.298, 1.903, -1.843], [3.493, 1.750, -4.359], [2.623, 1.886, -6.683], [0.221, 1.430, -7.115], [-1.264, 0.850, -5.218], [-0.902, -4.490, -1.569], [-1.568, -2.830, -2.154], [-2.048, -3.052, -3.962], [-3.029, -2.322, -1.120], [-0.090, -1.656, -1.949], [-1.640, -5.287, -1.697], [-0.641, -4.423, -0.510], [-0.003, -4.773, -2.124], [-2.785, -3.855, -4.058], [-1.173, -3.329, -4.558], [-2.470, -2.136, -4.372], [-3.817, -3.079, -1.183], [-3.434, -1.362, -1.441], [-2.716, -2.231, -0.078], [0.542, -1.589, -2.840], [0.537, -2.028, -1.140], [4.325, 2.980, 0.990], [4.160, 1.526, 1.240], [3.029, 0.894, 1.476], [3.326, -0.445, 1.601], [4.661, -0.627, 1.446], [5.179, 0.636, 1.221], [3.483, 3.521, 1.437], [4.325, 3.170, -0.084], [5.261, 3.343, 1.423], [2.550, -1.177, 1.769], [5.272, -1.511, 1.458], [6.127, 0.864, 0.991]], "e_above_lowest_kcal_mol": 0.29, "total_charge": -2, "spin_multiplicity": 6, "e_homo_ev": [-0.3, -0.6]}

=====

Entry 4:
{"formula": "C26H31N3O3", "method": "wB97M-V/def2-TZVPD", "species": ["C", "C", "C", "C", "C", "C", "C", "N", "C", "C", "N", "C", "O", "C", "C", "C", "O", "C", "C", "C", "O", "N", "C", "C", "C", "C", "C", "C", "C", "C", "C", "C", "H", "H", "H", "H", "H", "H", "H", "H", "H", "H", "H", "H", "H", "H", "H", "H", "H", "H", "H", "H", "H", "H", "H", "H", "H", "H", "H", "H", "H", "H", "H"], "coordinates": [[5.497, 1.598, -1.821], [5.231, 0.876, -0.534], [6.221, 0.733, 0.425], [5.934, 0.106, 1.624], [4.677, -0.410, 1.898], [4.406, -0.994, 3.253], [3.681, -0.320, 0.911], [2.405, -0.839, 1.186], [2.274, -2.272, 1.357], [1.961, -2.962, 0.025], [0.735, -2.423, -0.536], [-0.323, -3.250, -0.709], [-0.265, -4.421, -0.376], [-1.600, -2.708, -1.332], [-2.726, -2.714, -0.293], [-2.448, -1.743, 0.856], [-2.296, -0.400, 0.428], [-3.390, 0.334, 0.125], [-4.678, -0.071, 0.218], [-5.791, 0.778, -0.121], [-6.955, 0.421, -0.036], [-5.475, 2.059, -0.571], [-6.587, 2.916, -0.923], [-4.187, 2.514, -0.675], [-3.902, 3.812, -1.122], [-2.603, 4.258, -1.214], [-1.541, 3.432, -0.862], [-1.796, 2.155, -0.423], [-3.107, 1.676, -0.328], [0.832, -1.002, -0.769], [1.244, -0.285, 0.534], [3.976, 0.344, -0.278], [6.560, 1.600, -2.051], [4.960, 1.136, -2.647], [5.166, 2.634, -1.743], [7.211, 1.126, 0.244], [6.702, 0.031, 2.380], [4.982, -0.459, 4.005], [3.350, -0.917, 3.498], [4.699, -2.044, 3.303], [1.456, -2.466, 2.061], [3.195, -2.684, 1.762], [2.783, -2.787, -0.680], [1.821, -4.034, 0.167], [-1.868, -3.401, -2.132], [-1.490, -1.716, -1.764], [-3.666, -2.456, -0.781], [-2.813, -3.717, 0.126], [-3.232, -1.814, 1.618], [-1.490, -1.993, 1.321], [-4.963, -1.055, 0.554], [-6.536, 3.207, -1.973], [-7.495, 2.336, -0.754], [-6.607, 3.806, -0.292], [-4.702, 4.478, -1.398], [-2.411, 5.262, -1.561], [-0.526, 3.793, -0.932], [-0.991, 1.498, -0.135], [1.583, -0.833, -1.552], [-0.116, -0.587, -1.100], [0.407, -0.370, 1.239], [1.416, 0.774, 0.337], [3.215, 0.455, -1.036]], "e_above_lowest_kcal_mol": 43.36, "e_homo_ev": -7.9, "smiles": "Cc1ccc(C)c(N2CCN(C(=O)CCCOc3cc(=O)n(C)c4ccccc34)CC2)c1"}

=====

Entry 5:
{"formula": "C26H31N3O3PV", "method": "wB97M-V/def2-TZVPD", "species": ["V", "C", "C", "C", "C", "C", "C", "P", "C", "C", "C", "C", "C", "C", "C", "C", "C", "C", "C", "C", "H", "H", "H", "H", "H", "H", "H", "H", "H", "H", "H", "H", "H", "H", "C", "N", "C", "C", "C", "N", "C", "C", "O", "H", "H", "H", "H", "H", "H", "H", "H", "H", "H", "H", "H", "N", "C", "C", "O", "O", "H", "H", "H", "H", "H"], "coordinates": [[-0.554, 0.544, -0.519], [1.315, -5.017, -2.487], [1.414, -3.851, -3.234], [1.433, -2.621, -2.595], [1.373, -2.543, -1.204], [1.269, -3.716, -0.462], [1.237, -4.947, -1.104], [1.414, -0.889, -0.452], [3.192, -0.508, -0.300], [3.543, 0.611, 0.458], [4.871, 0.968, 0.615], [5.869, 0.215, 0.007], [5.529, -0.896, -0.747], [4.196, -1.261, -0.897], [0.817, -1.021, 1.259], [1.428, -1.645, 2.344], [0.771, -1.642, 3.564], [-0.468, -1.017, 3.688], [-1.048, -0.374, 2.603], [-0.413, -0.352, 1.358], [1.295, -5.978, -2.983], [1.469, -3.899, -4.314], [1.500, -1.711, -3.183], [1.206, -3.673, 0.617], [1.155, -5.854, -0.519], [2.765, 1.183, 0.953], [5.134, 1.826, 1.221], [6.907, 0.492, 0.128], [6.302, -1.491, -1.215], [3.944, -2.139, -1.478], [2.398, -2.120, 2.241], [1.220, -2.123, 4.424], [-0.971, -1.023, 4.647], [-2.001, 0.126, 2.753], [-4.260, -1.978, -0.816], [-4.076, -0.537, -0.656], [-5.140, 0.155, 0.078], [-4.931, 1.657, 0.123], [-3.466, 1.926, 0.411], [-2.638, 1.369, -0.669], [-2.588, 2.217, -1.880], [-2.916, 0.009, -0.990], [-1.982, -0.599, -1.566], [-4.354, -2.444, 0.166], [-3.406, -2.396, -1.337], [-5.167, -2.162, -1.389], [-5.163, -0.256, 1.091], [-6.087, -0.097, -0.400], [-5.565, 2.083, 0.901], [-5.225, 2.118, -0.821], [-3.162, 1.446, 1.342], [-3.240, 2.987, 0.496], [-2.271, 3.214, -1.582], [-3.554, 2.279, -2.386], [-1.864, 1.816, -2.588], [1.432, 5.402, 1.274], [1.372, 4.512, 0.123], [0.707, 3.205, 0.515], [0.419, 3.070, 1.785], [0.491, 2.317, -0.295], [2.368, 5.724, 1.470], [0.725, 3.915, 2.204], [0.834, 6.211, 1.175], [2.368, 4.253, -0.242], [0.830, 4.929, -0.728]], "total_charge": 1, "spin_multiplicity": 2, "e_homo_ev": [-9.4, -8.7]}

=====

Entry 6:
{"formula": "C26H31N7SeTl", "method": "wB97M-V/def2-TZVPD", "species": ["Tl", "C", "N", "C", "C", "C", "C", "C", "C", "C", "C", "H", "H", "H", "H", "H", "H", "H", "H", "H", "H", "H", "H", "N", "C", "N", "C", "N", "N", "C", "N", "C", "C", "C", "C", "C", "N", "H", "H", "H", "H", "H", "H", "H", "H", "C", "C", "C", "C", "C", "C", "Se", "C", "C", "C", "H", "H", "H", "H", "H", "H", "H", "H", "H", "H", "H"], "coordinates": [[-1.225, 1.059, -0.428], [-2.968, -2.302, -0.798], [-3.125, -1.006, -0.149], [-3.320, -1.210, 1.282], [-4.248, -0.266, -0.722], [-4.314, 1.156, -0.208], [-5.542, 1.744, 0.062], [-5.616, 3.057, 0.504], [-4.461, 3.799, 0.685], [-3.225, 3.223, 0.418], [-3.157, 1.908, -0.019], [-3.827, -2.957, -0.603], [-2.069, -2.794, -0.426], [-2.874, -2.173, -1.875], [-4.204, -1.831, 1.481], [-3.465, -0.253, 1.784], [-2.447, -1.708, 1.700], [-5.203, -0.774, -0.531], [-4.110, -0.251, -1.809], [-6.449, 1.171, -0.075], [-6.580, 3.501, 0.708], [-4.518, 4.820, 1.029], [-2.322, 3.809, 0.546], [-0.753, 0.583, 3.016], [0.120, -0.203, 2.371], [1.065, -0.790, 3.089], [1.896, -1.574, 2.401], [2.885, -2.168, 3.063], [1.797, -1.844, 1.077], [0.849, -1.191, 0.459], [-0.018, -0.345, 1.032], [0.689, -1.450, -1.001], [1.478, -2.398, -1.635], [1.264, -2.643, -2.980], [0.284, -1.926, -3.652], [-0.448, -0.988, -2.947], [-0.258, -0.768, -1.647], [-0.667, 0.671, 4.015], [-1.561, 0.966, 2.555], [3.005, -1.987, 4.045], [3.541, -2.742, 2.564], [2.234, -2.918, -1.066], [1.859, -3.381, -3.500], [0.090, -2.082, -4.702], [-1.213, -0.396, -3.433], [5.657, -0.816, 0.507], [4.472, 0.019, 0.119], [3.806, 0.801, 1.052], [2.709, 1.582, 0.708], [2.092, 2.464, 1.755], [2.248, 1.553, -0.617], [0.727, 2.623, -1.119], [2.935, 0.811, -1.585], [2.571, 0.847, -3.042], [4.032, 0.054, -1.195], [5.790, -0.838, 1.587], [6.572, -0.415, 0.069], [5.552, -1.840, 0.148], [4.157, 0.818, 2.077], [2.600, 2.336, 2.709], [1.028, 2.258, 1.897], [2.162, 3.512, 1.461], [1.497, 0.940, -3.195], [2.936, -0.044, -3.551], [3.032, 1.712, -3.522], [4.557, -0.524, -1.945]], "total_charge": 1, "e_homo_ev": -10.6}

=====

Entry 7:
{"formula": "C26H31O4SSbV", "method": "wB97M-V/def2-TZVPD", "species": ["V", "C", "C", "O", "C", "C", "O", "C", "C", "O", "C", "C", "O", "H", "H", "H", "H", "H", "H", "H", "H", "H", "H", "H", "H", "H", "H", "H", "H", "S", "Sb", "C", "C", "C", "C", "C", "C", "C", "C", "C", "C", "C", "C", "C", "C", "C", "C", "C", "C", "H", "H", "H", "H", "H", "H", "H", "H", "H", "H", "H", "H", "H", "H", "H"], "coordinates": [[1.105, -0.387, 2.190], [2.765, -2.630, 1.523], [2.924, -1.601, 0.404], [2.470, -0.335, 0.965], [3.247, 0.898, 0.905], [3.367, 1.372, 2.349], [2.077, 1.097, 2.970], [2.098, 1.136, 4.431], [0.849, 0.401, 4.916], [0.611, -0.677, 3.964], [0.448, -2.059, 4.391], [1.449, -2.886, 3.580], [1.583, -2.232, 2.278], [3.631, -2.613, 2.190], [2.653, -3.636, 1.119], [2.282, -1.841, -0.444], [3.960, -1.546, 0.076], [2.684, 1.612, 0.303], [4.230, 0.738, 0.466], [3.610, 2.433, 2.398], [4.141, 0.807, 2.875], [2.104, 2.166, 4.789], [3.006, 0.637, 4.779], [-0.026, 1.051, 4.921], [1.015, 0.020, 5.922], [-0.580, -2.357, 4.188], [0.647, -2.177, 5.455], [1.096, -3.910, 3.459], [2.428, -2.906, 4.061], [-0.625, 0.148, 1.078], [-1.098, 0.391, -1.417], [-3.174, 0.829, -1.850], [-4.178, 0.957, -0.907], [-5.474, 1.149, -1.374], [-5.714, 1.231, -2.738], [-4.684, 1.105, -3.662], [-3.381, 0.914, -3.218], [-0.866, -1.670, -2.061], [-1.794, -2.521, -1.471], [-1.907, -3.805, -1.984], [-1.110, -4.205, -3.052], [-0.186, -3.333, -3.613], [-0.049, -2.040, -3.118], [-0.209, 2.328, -1.916], [0.721, 2.457, -2.934], [1.059, 3.750, -3.324], [0.476, 4.844, -2.699], [-0.444, 4.674, -1.670], [-0.807, 3.396, -1.264], [-3.985, 0.904, 0.156], [-6.288, 1.230, -0.666], [-6.718, 1.430, -3.090], [-4.873, 1.173, -4.724], [-2.571, 0.852, -3.940], [-2.429, -2.204, -0.651], [-2.641, -4.481, -1.564], [-1.215, -5.205, -3.453], [0.422, -3.644, -4.452], [0.664, -1.364, -3.571], [1.171, 1.611, -3.435], [1.769, 3.887, -4.129], [0.727, 5.844, -3.029], [-0.910, 5.528, -1.198], [-1.548, 3.264, -0.484]], "e_above_lowest_kcal_mol": 40.07, "total_charge": 4, "spin_multiplicity": 2, "e_homo_ev": [-18.9, -18.9]}

=====

no.,DFT total energy (hartree)
1,-2493.03059
2,-2178.25607
3,-8951.60048
4,-1399.38866
5,-2684.50764
6,-3966.45505
7,-2891.11195